Computed, not measured: a molecular structure, C26H47N7O5Tl, with ωB97M-V/def2-TZVPD.

Geometry as XYZ:
```
86
C26H47N7O5Tl | the OMol25 dataset | ωB97M-V/def2-TZVPD
Tl 0.63 0.33 0.11
O 2.10 2.10 -1.53
O 1.70 -0.68 -2.36
O 2.78 1.82 1.32
O 3.71 -0.19 -0.43
O -2.42 0.16 0.44
N 1.10 -0.90 4.99
N -1.28 -0.59 4.81
N -2.27 -3.32 -2.10
N 0.17 0.10 2.99
N 0.17 1.32 5.09
N -0.90 -2.02 -0.55
N -0.91 2.74 -0.05
C -1.44 3.35 -4.15
C 1.55 0.46 -3.20
C 1.21 -0.77 3.55
C -2.15 2.36 -3.49
C 0.29 1.42 3.64
C -1.13 0.73 5.41
C -0.54 4.14 -3.45
C 2.96 -1.32 -2.40
C -1.13 -0.46 3.37
C -0.21 -1.45 5.31
C -1.55 -2.63 -1.28
C 3.09 2.87 -0.90
C 2.45 1.64 -2.82
C 4.05 1.21 1.49
C 3.53 -1.47 -0.99
C -0.36 3.95 -2.09
C -4.94 -4.07 -2.82
C 4.06 -0.22 0.93
C 2.75 3.02 0.58
C -2.88 -2.72 -3.27
C -4.27 -4.63 -1.57
C -4.40 -2.68 -3.13
C -1.09 2.97 -1.42
C -1.98 2.17 -2.14
C -2.75 -4.65 -1.75
C 1.21 0.42 5.59
H 1.12 -1.76 3.10
H -1.92 0.21 3.01
H -0.50 2.07 3.27
H -0.30 -2.44 4.85
H -0.58 3.55 0.46
H -2.85 1.74 -4.04
H 4.82 1.80 0.99
H 0.51 0.76 -3.07
H 1.27 1.84 3.38
H 1.11 0.34 6.67
H -2.49 -5.33 -2.57
H -1.24 -1.45 2.90
H 3.15 3.88 -1.35
H 3.67 -0.75 -3.01
H 1.72 3.37 0.67
H -2.53 1.42 -1.60
H 4.27 1.17 2.56
H -1.22 0.63 6.49
H -2.25 -4.97 -0.84
H -6.02 -4.02 -2.67
H 3.43 3.76 1.03
H -2.61 -3.33 -4.15
H -2.47 -1.71 -3.40
H 1.74 0.19 -4.25
H 4.49 -2.01 -1.04
H 2.18 -0.33 3.31
H -4.68 -1.99 -2.33
H 3.34 -0.83 1.49
H 2.83 -2.05 -0.38
H -4.83 -2.30 -4.06
H 3.50 1.33 -2.83
H -1.92 1.39 5.04
H -4.76 -4.74 -3.67
H -4.53 -4.01 -0.71
H -0.31 -1.54 6.39
H 2.84 -2.32 -2.84
H -2.03 -0.67 0.11
H 2.19 0.84 5.35
H 2.31 2.43 -3.57
H -2.91 -0.07 1.23
H 0.02 4.91 -3.96
H -1.73 2.31 0.37
H 0.32 4.57 -1.53
H 4.07 2.39 -1.02
H -4.61 -5.65 -1.37
H -1.58 3.51 -5.21
H 5.07 -0.64 1.07
```

Output
Maximum force, eV/Å: 0.72
E_tot, eV: -53080.3684
Net charge: +1
ΔE to the lowest compared entry with this formula, charge and spin, kcal/mol: 0.00
Molecular weight, g/mol: 742.1